Record 1
Below is a structure of composition C38H45BaN3O6P2, with properties calculated with ωB97M-V/def2-TZVPD.

```
95
Properties=species:S:1:pos:R:3:forces:R:3
Ba 0.09610 0.00990 -0.24060 0.41 -0.71 6.50
N -2.23460 0.43760 -1.19620 -1.40 0.09 -0.80
C -2.56380 1.81130 -0.85420 -0.41 0.40 0.26
C -2.70630 1.93920 0.65740 -0.18 0.13 -0.34
N -1.45260 1.67460 1.35980 -0.45 0.25 0.86
C -0.67240 2.86180 1.70120 0.23 0.40 -0.16
C 0.37900 3.21250 0.65100 -0.33 0.34 0.38
N 1.39080 2.16620 0.59040 0.94 0.87 0.25
H -2.00140 0.40860 -2.18640 -0.20 -0.16 -0.01
H -3.05030 -0.15850 -1.07740 0.05 0.00 -0.01
H -3.49710 2.15040 -1.32410 0.14 0.06 0.01
H -1.75370 2.44280 -1.21470 -0.07 0.11 -0.09
H -3.45100 1.20850 0.98640 0.02 -0.01 0.05
H -3.09790 2.93500 0.89870 -0.03 0.02 0.04
H -1.68740 1.21030 2.22810 0.05 -0.15 -0.06
H -0.14220 2.67360 2.64070 -0.11 0.01 0.03
H -1.32860 3.73020 1.84530 0.04 0.02 0.12
H 0.80790 4.19540 0.89860 -0.14 -0.11 -0.11
H -0.08930 3.28720 -0.32690 0.04 0.10 -0.11
H 2.08380 2.31780 1.32010 -0.09 -0.15 -0.02
H 1.89530 2.26800 -0.28410 0.24 0.01 0.03
O 0.07530 -0.17870 -6.31180 -0.44 0.07 0.87
C -0.23410 -0.07370 -5.14230 0.22 -0.10 -1.50
C -0.28480 1.17120 -4.30020 -0.51 1.46 -0.40
O -0.61870 2.30280 -4.64110 0.48 -0.97 0.21
C 0.09260 0.71100 -2.97840 0.08 -0.43 -0.54
C 0.03480 -0.69460 -2.91000 0.23 0.11 -0.58
O 0.32870 -1.37960 -1.87200 0.52 -3.00 -3.16
C -0.54870 -1.17080 -4.16110 -0.96 -1.18 -0.24
O -1.24450 -2.16480 -4.34360 0.92 0.63 -0.02
O 0.39680 1.45110 -1.96530 0.54 2.23 -1.75
C -0.01590 -3.49830 2.91940 0.11 0.01 -0.05
C -0.85840 -3.47360 1.63870 -0.11 0.24 -0.07
P -1.95450 -1.98080 1.63080 -0.39 -0.78 0.51
C -2.99850 -2.30710 0.17470 0.07 0.19 -0.03
C -4.32050 -1.86190 0.19060 0.00 0.00 0.01
C -5.10290 -1.95640 -0.94630 -0.06 0.08 0.02
C -4.56510 -2.47430 -2.11500 0.03 -0.06 -0.07
C -3.25010 -2.91120 -2.14030 -0.13 -0.05 -0.18
C -2.46750 -2.82800 -1.00100 -0.03 0.00 0.20
C -3.11190 -2.57380 2.94130 0.16 0.23 -0.13
C -3.90470 -3.69590 2.71260 0.02 -0.03 0.05
C -4.73210 -4.18300 3.70470 -0.04 -0.10 -0.03
C -4.77520 -3.55910 4.94160 0.00 0.07 0.09
C -3.99620 -2.44000 5.17620 -0.06 -0.01 0.17
C -3.16960 -1.94720 4.17930 0.09 0.04 -0.17
C 1.46950 -3.59250 2.59420 -0.01 0.15 -0.04
P 2.06100 -2.08490 1.65330 0.42 -0.64 0.56
C 3.63510 -2.74090 0.99130 -0.13 0.08 -0.04
C 4.10860 -2.17610 -0.18990 -0.16 -0.05 0.10
C 5.25250 -2.67210 -0.79210 0.14 0.01 -0.07
C 5.96060 -3.70420 -0.19600 -0.06 0.08 -0.10
C 5.49940 -4.26430 0.98270 0.06 -0.10 0.06
C 4.33590 -3.79930 1.56690 -0.07 0.04 -0.09
C 2.61740 -1.09850 3.09850 -0.05 0.01 -0.23
C 3.77120 -1.37880 3.82210 -0.01 0.09 0.07
C 4.09990 -0.61420 4.92880 0.07 -0.04 0.05
C 3.28580 0.43610 5.32210 -0.10 0.08 -0.01
C 2.13730 0.72410 4.60180 -0.05 0.12 0.14
C 1.80930 -0.03860 3.49500 -0.03 -0.12 -0.14
H -0.30460 -4.35160 3.53810 -0.04 0.14 0.04
H -0.19390 -2.59340 3.51210 -0.01 -0.08 0.13
H -1.46300 -4.37810 1.54100 0.03 0.09 -0.12
H -0.20320 -3.39450 0.76880 -0.01 -0.13 -0.08
H -4.73640 -1.45140 1.10340 -0.05 0.01 -0.01
H -6.12910 -1.61920 -0.92220 -0.08 0.03 0.00
H -5.16840 -2.53380 -3.00840 -0.05 -0.01 -0.08
H -2.81630 -3.28910 -3.05240 0.03 -0.01 -0.05
H -1.43670 -3.14560 -1.04880 0.08 -0.02 -0.07
H -3.88120 -4.18130 1.74650 -0.01 -0.05 -0.04
H -5.34460 -5.05160 3.51430 -0.06 -0.09 -0.01
H -5.41730 -3.94380 5.71920 -0.07 -0.03 0.08
H -4.03130 -1.94890 6.13730 -0.01 0.04 0.09
H -2.56260 -1.06990 4.36370 0.04 0.05 0.02
H 1.64340 -4.46560 1.95850 0.04 0.02 0.05
H 2.05070 -3.69650 3.51650 0.03 -0.05 -0.17
H 3.55180 -1.35760 -0.62800 0.04 0.06 -0.18
H 5.58300 -2.27130 -1.73990 0.05 0.10 -0.01
H 6.86070 -4.08160 -0.65630 0.08 -0.05 -0.07
H 6.03630 -5.08230 1.43870 0.07 -0.08 0.05
H 3.97230 -4.28120 2.46160 -0.03 -0.02 0.11
H 4.41940 -2.18760 3.51760 0.05 -0.02 -0.01
H 4.99370 -0.83760 5.49310 0.09 -0.02 0.01
H 3.54380 1.03200 6.18570 0.03 0.02 0.05
H 1.49670 1.54020 4.90750 -0.03 0.06 0.02
H 0.91810 0.17590 2.91480 -0.08 0.10 0.05
C 4.98400 0.66930 -2.87090 -0.43 -0.02 0.06
C 3.48490 0.40280 -2.88020 0.50 -0.10 -0.33
O 2.93460 0.77820 -1.62960 -0.25 0.02 0.13
H 5.42640 0.37320 -3.81810 0.09 -0.05 -0.09
H 5.45230 0.11160 -2.06440 0.12 -0.07 0.09
H 5.17420 1.72760 -2.70550 0.03 0.07 -0.01
H 3.29220 -0.66250 -3.07750 -0.02 0.09 0.03
H 3.01430 0.97570 -3.68720 -0.01 -0.03 0.04
H 2.01150 1.05530 -1.82110 0.31 0.13 0.02
```
Positions in Å, forces in eV/Å.

Results
energy = -76163.6300 eV
multiplicity = 1
ΔE to the lowest compared entry with this formula, charge and spin = 50.7 kcal per mole
E_LUMO = -0.1 eV
highest occupied orbital energy = -7.435 eV



Record 2
Below is a structure of composition C38H45Cl4F3N6NiO3, with properties calculated with ωB97M-V/def2-TZVPD.

```
100
Properties=species:S:1:pos:R:3:forces:R:3
Ni 0.29403 1.86090 1.08561 -0.27 0.07 0.51
C 1.06946 4.46977 1.08786 -1.39 -0.78 1.73
O 0.55387 3.72623 -0.01087 1.28 0.17 -1.53
O 0.98283 3.58016 2.11361 0.58 0.37 -0.70
C 2.45797 5.07608 0.80024 0.48 -0.37 0.42
F 3.28305 4.18472 0.18913 -0.22 0.52 0.19
F 2.37275 6.17035 0.00296 0.08 -0.36 0.13
F 3.05609 5.47583 1.94579 -0.31 -0.24 -0.68
C 0.39308 4.30084 -1.29723 -0.93 -1.20 -1.13
C 0.17942 3.15847 -2.29695 -0.89 0.33 -0.28
H -0.71211 2.56771 -2.07879 0.25 -0.21 0.40
H -0.08243 3.61582 -3.25776 0.38 0.04 -0.09
H 1.03485 2.49729 -2.42460 0.08 0.06 0.13
H 1.20695 4.87567 -1.73959 0.29 0.30 0.91
H -0.53708 4.87473 -1.29687 0.17 0.43 0.05
H 0.39090 5.32460 1.24183 0.10 0.38 -0.09
C 0.77753 -1.26568 -1.37519 0.41 -0.27 -1.25
C -0.51311 -0.47669 -1.22988 0.42 0.46 0.67
O -0.48371 0.43270 -0.19451 -0.27 0.62 0.34
H 0.70795 -1.76220 -2.35456 0.11 -0.46 0.26
H 0.94598 -1.98232 -0.57166 -0.03 -0.08 -0.11
H 1.69957 -0.68480 -1.47422 -0.28 0.46 0.24
H -1.31802 -1.21345 -1.04608 -0.02 -0.08 -0.08
H -0.78108 -0.03636 -2.20753 0.15 0.19 0.00
N 0.12677 -3.38895 3.44482 0.02 0.28 -0.55
C -1.13382 -3.84176 3.50198 0.81 -0.50 0.40
C -2.12684 -3.53898 2.58413 1.02 0.54 0.02
C -1.77642 -2.59699 1.62697 0.18 -1.36 -0.83
C -0.50760 -2.05014 1.57974 1.04 -1.54 -0.64
C 0.44744 -2.53797 2.45561 -0.74 -0.35 0.96
H -1.24370 -4.53728 4.32609 -0.56 -0.05 -0.02
H -3.13855 -3.91270 2.62472 0.37 -0.32 0.25
H -2.52350 -2.31529 0.89192 1.61 -0.71 0.37
H -0.22687 -1.30939 0.84054 -0.15 -0.10 0.18
H 1.47471 -2.19846 2.45228 0.08 0.04 -0.16
N -0.31426 0.91762 2.95356 -0.23 -1.19 0.43
C 0.04745 1.21012 4.21192 0.15 0.76 -0.28
C -0.61021 0.72916 5.33676 0.01 -0.14 0.14
C -1.62305 -0.19893 5.18005 0.27 -0.19 -0.61
C -1.91222 -0.61823 3.88622 -0.53 -0.11 1.07
C -1.25905 -0.03869 2.83297 0.06 1.06 -0.62
H 0.88236 1.89856 4.27585 -0.09 0.17 0.16
H -0.36164 1.02494 6.34694 0.39 0.22 -0.17
H -2.09156 -0.64313 6.04797 -0.18 0.06 -0.06
H -2.63037 -1.40288 3.69642 -0.02 0.25 0.02
H -1.44562 -0.39559 1.82525 -0.40 1.34 0.41
N 6.69570 -2.44695 -4.80248 0.15 0.47 0.17
C 6.30432 -2.34610 -3.52150 -0.37 -0.69 -0.60
C 4.96636 -2.30370 -3.14542 -0.10 -0.07 -0.14
C 3.98504 -2.26618 -4.14026 0.31 0.33 0.51
C 4.40258 -2.24602 -5.44592 0.37 -0.36 -1.01
C 5.76266 -2.37156 -5.74281 -0.38 0.27 0.65
H 7.10348 -2.40819 -2.79630 -0.02 0.09 0.17
H 4.67427 -2.35695 -2.10505 0.10 0.18 0.06
H 2.93491 -2.19160 -3.89068 -0.02 -0.12 0.07
H 3.72726 -2.21841 -6.29258 -0.23 0.12 0.20
H 6.08541 -2.36368 -6.77532 0.14 -0.18 -0.04
N 2.28009 1.11974 1.06204 -0.01 -0.64 -0.51
C 2.82058 0.34956 2.00871 -0.22 -0.41 0.04
C 4.09880 -0.16560 1.93469 0.39 0.10 0.11
C 4.85484 0.07541 0.80569 -0.26 0.43 0.22
C 4.26306 0.78383 -0.23254 0.44 -0.27 0.01
C 2.98125 1.29127 -0.06928 0.23 -0.10 0.35
H 2.20043 0.00167 2.82589 -0.21 0.64 0.12
H 4.52547 -0.70743 2.76831 -0.20 -0.11 0.01
H 5.89169 -0.23241 0.78339 -0.05 -0.15 -0.29
H 4.85648 0.88882 -1.13113 -0.38 0.36 -0.21
H 2.47649 1.84565 -0.84624 0.09 0.11 -0.03
N -1.75719 2.64508 1.12057 -1.21 0.81 0.28
C -2.21135 3.27705 2.21759 0.46 -0.52 0.48
C -3.52306 3.66967 2.42934 0.42 0.42 -0.37
C -4.41090 3.53029 1.38279 -0.46 -0.02 -0.10
C -3.99308 2.88659 0.23286 0.35 0.19 0.17
C -2.66303 2.49291 0.14231 0.19 -1.03 -0.08
H -1.49701 3.41988 3.01984 0.22 -0.02 -0.16
H -3.77351 4.13779 3.37009 -0.13 0.02 -0.04
H -5.42627 3.90806 1.41218 -0.01 -0.12 0.32
H -4.72132 2.68258 -0.53915 0.27 0.02 -0.27
H -2.30279 1.88546 -0.68143 0.02 0.16 -0.12
N -4.13292 -1.64840 1.62947 -1.83 1.02 0.10
C -4.75200 -2.82104 1.60745 -0.11 -0.15 -0.66
C -4.91728 -3.58856 0.44984 0.17 0.43 0.42
C -4.52489 -3.02494 -0.74871 -0.46 -0.32 -0.12
C -4.03297 -1.73387 -0.75052 0.46 1.08 0.16
C -3.80158 -1.07491 0.45840 -2.26 -0.32 -0.34
H -5.14081 -3.22293 2.53621 0.20 0.18 0.21
H -5.34001 -4.58029 0.52809 -0.07 0.01 -0.15
H -4.69934 -3.55995 -1.67443 0.19 0.01 -0.05
H -3.78985 -1.20772 -1.66556 -0.03 -0.14 -0.10
H -3.53039 -0.02999 0.49846 0.62 -0.07 -0.01
C -1.30223 -3.92933 -1.78071 0.58 0.09 -0.08
Cl -1.46859 -5.45810 -0.89093 -0.18 0.38 -0.13
Cl -1.39956 -4.15245 -3.54252 -0.15 0.02 0.15
H -2.03238 -3.18612 -1.47649 -0.21 -0.42 0.03
H -0.31746 -3.52098 -1.58006 -0.04 -0.24 0.07
C -0.20598 0.77642 -5.11569 -0.16 0.82 -0.10
Cl 0.37399 -0.87619 -5.17136 -0.08 -0.05 0.00
Cl -1.95960 0.92201 -4.74793 0.61 -0.12 -0.08
H 0.35787 1.35337 -4.38945 -0.19 -0.32 0.38
H -0.02786 1.27204 -6.06521 -0.22 -0.34 -0.20
```
Positions in Å, forces in eV/Å.

Results
energy = -154502.3775 eV
multiplicity = 3
E_LUMO (alpha / beta) = 0.4 / 0.4 eV
⟨S²⟩ = 2.00
highest occupied orbital energy (alpha / beta) = -8.180 / -8.105 eV



Record 3
Below is a structure of composition C38H45N2O5PPdS, with properties calculated with ωB97M-V/def2-TZVPD.

```
93
Properties=species:S:1:pos:R:3:forces:R:3
Pd -0.50053 -0.60251 -0.62826 0.15 0.64 0.16
C 4.31644 0.99639 3.48810 0.00 -0.03 0.08
C 3.46966 1.51397 2.34153 0.07 -0.12 -0.04
C 3.84128 2.90640 1.92076 0.03 0.15 0.03
O 2.06985 1.47431 2.74511 0.10 0.02 -0.06
C 1.55544 0.24924 2.40433 0.26 -0.09 0.08
C 2.60660 -0.40800 1.46623 0.12 0.24 0.14
O 3.52224 0.64743 1.23201 -0.33 0.01 -0.03
C 2.24448 -0.99964 0.10718 -0.41 0.04 -0.41
O 1.51167 -0.07019 -0.64998 0.22 -0.39 0.15
C 1.38721 -2.26410 0.20664 0.14 -0.12 -0.09
C 0.83095 -2.72933 -1.00088 0.10 -0.10 0.02
C 0.18029 -3.97322 -1.04871 -0.09 0.18 -0.10
C 0.02229 -4.71626 0.09797 0.01 -0.02 0.21
C 0.52868 -4.22901 1.30944 -0.09 -0.08 -0.07
C 1.20121 -3.02344 1.36501 -0.05 0.10 -0.03
C 3.54436 -1.39199 -0.60101 0.06 0.00 -0.07
C 4.37785 -2.36932 -0.06433 0.01 -0.03 0.02
C 5.54832 -2.72822 -0.71477 -0.01 0.00 0.03
C 5.89673 -2.11595 -1.91143 0.00 0.02 0.01
C 5.06458 -1.14971 -2.45377 -0.05 0.01 0.04
C 3.89062 -0.78894 -1.80021 0.07 0.03 -0.05
C -0.05016 0.52881 1.97090 -0.62 -0.15 0.02
O -0.46430 -0.66092 1.51236 0.07 -0.14 0.15
C -0.69367 0.85418 3.33609 0.16 0.04 -0.13
C -0.55915 2.13003 3.86873 -0.07 0.06 0.05
C -1.14212 2.42798 5.09223 0.03 0.04 -0.01
C -1.85380 1.45826 5.78518 0.02 0.01 -0.01
C -1.98422 0.18567 5.24985 0.02 -0.02 -0.05
C -1.40020 -0.12159 4.02658 0.02 -0.03 0.06
C -0.35452 1.62360 0.94552 0.01 0.11 0.04
C 0.57061 2.39980 0.24515 0.07 -0.13 -0.01
C 0.13416 3.42249 -0.58750 -0.10 0.02 -0.16
C -1.22807 3.67829 -0.74261 0.05 -0.03 0.00
C -2.15546 2.88634 -0.08413 0.03 -0.03 0.01
C -1.71953 1.86656 0.75299 -0.02 0.09 0.02
H 4.30062 1.69700 4.32165 -0.02 -0.01 -0.01
H 5.34292 0.87523 3.14361 0.00 0.02 0.02
H 3.95170 0.03227 3.84676 0.03 0.01 -0.01
H 3.72373 3.58749 2.76310 0.02 0.00 -0.02
H 3.22508 3.25481 1.09416 0.01 -0.04 0.01
H 4.88462 2.91547 1.60756 -0.01 0.01 0.01
H 1.39032 -0.37226 3.28638 -0.16 -0.06 -0.04
H 3.08294 -1.20469 2.04926 0.11 0.09 0.10
H 1.12195 -2.24172 -1.92380 0.02 0.03 -0.05
H -0.14699 -4.37188 -2.00188 -0.02 0.05 0.02
H -0.46275 -5.68313 0.06167 0.03 0.01 0.02
H 0.41693 -4.81659 2.21235 -0.01 0.00 -0.02
H 1.59376 -2.68744 2.31574 0.02 -0.02 -0.02
H 4.11933 -2.86864 0.86475 0.00 0.02 -0.03
H 6.18940 -3.48857 -0.28786 -0.01 0.01 0.00
H 6.81639 -2.38749 -2.41250 -0.02 -0.02 -0.01
H 5.33119 -0.67058 -3.38716 0.00 0.01 0.02
H 3.24800 -0.02111 -2.20942 0.01 -0.01 -0.01
H 0.00125 2.88897 3.33675 -0.03 -0.03 0.01
H -1.03633 3.42249 5.50605 0.01 -0.02 0.00
H -2.29850 1.69265 6.74339 -0.01 0.00 -0.03
H -2.54492 -0.57117 5.78257 0.02 -0.01 0.00
H -1.48938 -1.12004 3.61857 -0.02 0.01 -0.01
H 1.62324 2.17865 0.31878 -0.01 0.02 0.03
H 0.86352 4.03031 -1.10908 -0.01 0.00 0.03
H -1.55800 4.50619 -1.35866 0.02 -0.01 -0.01
H -3.21624 3.08144 -0.18717 0.03 -0.01 0.01
H -2.44207 1.28441 1.31207 0.00 0.00 -0.01
S -0.04073 0.89626 -2.71175 0.21 -0.03 -0.31
C -1.40345 1.45087 -3.68563 0.19 0.10 0.06
N -1.14630 2.06074 -4.82901 -0.07 0.10 -0.12
C -2.20241 2.66961 -5.66441 0.10 -0.02 0.10
C -3.38089 3.01557 -4.76928 0.08 -0.01 0.05
C -3.78879 1.77802 -3.98908 0.08 -0.07 0.02
N -2.62296 1.27885 -3.24579 -0.19 -0.13 0.01
H -0.17942 2.17887 -5.09211 0.01 0.03 0.06
H -2.48486 1.97459 -6.45523 -0.01 -0.03 0.00
H -1.77968 3.55721 -6.12826 0.02 0.01 -0.01
H -4.21152 3.38509 -5.36639 -0.01 -0.04 -0.01
H -3.08929 3.80294 -4.07098 -0.04 0.04 -0.03
H -4.12594 0.99412 -4.67039 -0.07 -0.02 0.01
H -4.58520 1.97728 -3.27663 0.02 0.05 0.04
H -2.73902 0.71253 -2.39405 -0.07 0.02 0.04
C -3.11760 -2.88427 -2.28649 0.05 -0.09 -0.15
P -3.47056 -1.80789 -0.90912 -0.01 0.39 -0.02
C -5.23406 -1.56103 -0.88988 -0.15 0.11 -0.01
C -3.05462 -2.63765 0.60855 0.12 -0.06 0.18
O -2.73011 -0.46871 -1.05336 -0.17 -0.59 0.06
H -3.50367 -3.88925 -2.11150 0.00 0.01 -0.02
H -2.04005 -2.93289 -2.44376 -0.01 -0.04 0.01
H -3.58999 -2.47436 -3.18080 0.02 -0.04 -0.01
H -5.75987 -2.51444 -0.82050 0.02 0.02 0.00
H -5.53848 -1.05584 -1.80753 -0.04 -0.01 0.02
H -5.50318 -0.94001 -0.03483 -0.03 -0.01 -0.02
H -3.54274 -3.61299 0.64572 0.00 0.02 0.03
H -3.40114 -2.02709 1.44468 0.02 -0.03 0.01
H -1.97499 -2.77563 0.69791 -0.02 -0.02 -0.02
```
Positions in Å, forces in eV/Å.

Results
energy = -76942.3091 eV
multiplicity = 5
ΔE to the lowest compared entry with this formula, charge and spin = 0.0 kcal per mole
E_LUMO (alpha / beta) = -4.5 / -8.9 eV
net charge = +2
⟨S²⟩ = 6.02
highest occupied orbital energy (alpha / beta) = -13.010 / -13.009 eV